# 1
{"formula": "C20H27BrN4O2RuS2Se2Te2", "method": "wB97M-V/def2-TZVPD", "gap_ev": [4.87, 4.83], "total_charge": -1, "lumo_ev": [1.07, 1.09], "spin_multiplicity": 2, "fmax_ev_per_a": 2.06, "e_homo_ha": [-0.140, -0.137], "elements": ["Ru", "Se", "Te", "Te", "Se", "Br", "C", "C", "C", "C", "C", "N", "C", "O", "O", "H", "H", "H", "S", "C", "C", "C", "C", "C", "N", "H", "H", "H", "H", "C", "C", "C", "C", "N", "C", "S", "N", "C", "C", "C", "C", "H", "H", "H", "H", "H", "H", "H", "H", "H", "H", "H", "H", "H", "H", "H", "H", "H", "H", "H", "H"], "coordinates": [[-2.676, 0.276, 1.176], [-5.071, 0.111, 1.396], [-5.678, -1.711, -0.105], [-3.451, -1.724, -2.478], [-2.266, -0.082, -1.077], [-4.533, 2.469, -1.142], [-3.324, 3.180, 0.136], [-3.198, 4.556, 0.133], [-2.298, 5.153, 0.999], [-1.558, 4.332, 1.823], [-1.748, 2.966, 1.786], [-2.635, 2.355, 0.951], [-0.930, 2.072, 2.707], [-0.096, 2.601, 3.430], [-1.217, 0.839, 2.626], [-3.802, 5.133, -0.551], [-2.194, 6.229, 1.020], [-0.818, 4.702, 2.519], [-3.465, -0.440, 3.905], [-2.766, -1.771, 3.089], [-2.461, -2.975, 3.753], [-2.059, -4.068, 3.029], [-1.978, -3.971, 1.637], [-2.228, -2.751, 1.055], [-2.573, -1.662, 1.753], [-2.557, -2.996, 4.829], [-1.828, -5.002, 3.526], [-1.713, -4.815, 1.017], [-2.164, -2.636, -0.019], [3.882, 1.948, -2.129], [3.057, 3.182, -1.758], [1.920, 2.909, -0.766], [0.698, 2.203, -1.357], [0.966, 0.843, -1.793], [0.937, -0.215, -0.944], [0.753, -0.028, 0.710], [1.107, -1.428, -1.522], [1.091, -2.673, -0.773], [2.445, -2.983, -0.128], [3.621, -2.943, -1.104], [3.489, -3.942, -2.251], [4.770, 2.239, -2.692], [3.310, 1.250, -2.735], [4.204, 1.423, -1.228], [2.647, 3.634, -2.668], [3.728, 3.914, -1.303], [1.571, 3.860, -0.352], [2.290, 2.305, 0.063], [0.305, 2.762, -2.209], [-0.074, 2.171, -0.583], [0.813, 0.642, -2.769], [0.997, -1.487, -2.521], [0.785, -3.469, -1.452], [0.350, -2.591, 0.022], [2.381, -3.971, 0.339], [2.615, -2.250, 0.661], [4.537, -3.155, -0.548], [3.713, -1.932, -1.509], [3.360, -4.954, -1.864], [4.380, -3.927, -2.879], [2.630, -3.706, -2.881]], "forces_ev_per_angstrom": [[-0.628, -0.259, 1.943], [-0.013, -0.120, -0.991], [0.499, -0.308, -0.493], [-1.211, -0.287, 0.601], [0.506, 0.899, -0.727], [-0.016, 0.252, 0.111], [0.029, -0.743, -0.021], [0.100, 0.277, 0.090], [-0.204, -0.201, -0.146], [0.137, 0.103, 0.161], [-0.241, -0.258, -0.299], [0.053, 1.434, -0.305], [0.100, 0.003, 0.069], [-0.077, 0.089, -0.036], [0.445, -0.409, -0.286], [-0.009, -0.004, -0.003], [0.058, 0.026, -0.001], [-0.004, -0.029, 0.027], [-0.077, 0.325, -0.177], [-0.268, -0.081, 0.157], [0.117, -0.091, -0.115], [-0.048, 0.020, -0.001], [0.024, 0.073, 0.066], [0.101, -0.142, -0.214], [0.205, -0.596, 0.576], [-0.048, -0.044, 0.007], [0.001, -0.009, 0.033], [0.006, 0.000, -0.008], [0.045, 0.096, 0.037], [0.007, 0.181, -0.025], [-0.061, -0.157, 0.150], [0.007, -0.050, -0.347], [0.099, 0.136, 0.333], [-0.165, -0.157, -0.152], [0.379, 0.074, 0.573], [0.365, -0.012, -0.302], [-0.186, 0.046, -0.243], [0.143, 0.003, 0.256], [0.051, 0.104, -0.238], [-0.126, -0.193, 0.026], [0.110, 0.152, 0.126], [0.025, -0.035, -0.007], [0.010, -0.077, 0.004], [0.005, -0.049, 0.001], [0.044, 0.094, 0.009], [-0.017, 0.064, -0.076], [-0.010, -0.022, 0.053], [-0.031, 0.053, 0.087], [0.027, -0.058, -0.044], [-0.089, -0.021, -0.116], [-0.013, 0.025, 0.007], [0.009, -0.009, 0.023], [-0.015, 0.042, -0.040], [-0.107, -0.036, -0.066], [-0.009, -0.008, 0.035], [-0.049, -0.042, 0.070], [0.031, 0.072, -0.028], [0.048, 0.016, 0.038], [-0.029, -0.047, -0.046], [-0.021, -0.049, -0.058], [-0.016, -0.056, -0.055]], "lowdin_charge": [0.5846, -0.1023, 0.1876, 0.1056, -0.1641, 0.7022, -0.6971, -0.1269, -0.0494, -0.0040, -0.1568, -0.0691, -0.6587, 0.0381, -0.2767, 0.0898, 0.1075, 0.1198, 0.5527, -0.7937, -0.1081, -0.0851, -0.0805, -0.2174, -0.1923, 0.0933, 0.0986, 0.0975, -0.0037, -0.1190, -0.2615, -0.2082, -0.2352, -0.0258, -0.8718, 0.7525, -0.0030, -0.2307, -0.2081, -0.2683, -0.1178, 0.0618, 0.0514, 0.0745, 0.1001, 0.0974, 0.1083, 0.0860, 0.1239, 0.0644, 0.1322, 0.1349, 0.1180, 0.0697, 0.1122, 0.0807, 0.1010, 0.0948, 0.0719, 0.0638, 0.0586]}

=====

# 2
{"formula": "C3H4F2O", "method": "wB97M-V/def2-TZVPD", "gap_ev": 9.22, "smiles": "OCC=C(F)F", "lumo_ev": 0.83, "fmax_ev_per_a": 10.43, "e_homo_ha": -0.308, "elements": ["C", "C", "C", "O", "F", "F", "H", "H", "H", "H"], "coordinates": [[-1.194, -0.743, 0.363], [-1.275, -1.997, 1.334], [0.050, -0.144, 0.102], [1.244, -0.738, 0.578], [-2.460, -2.454, 1.564], [-0.158, -2.496, 1.909], [-2.196, -0.411, -0.092], [0.082, -0.114, -0.956], [-0.019, 0.968, 0.475], [1.286, -0.383, 1.405]], "forces_ev_per_angstrom": [[-3.983, -7.797, 5.673], [2.072, 7.925, -5.695], [1.663, 3.329, -0.259], [-1.031, -0.919, -3.287], [-0.073, -1.566, 1.085], [-2.462, -0.304, -0.104], [1.884, -0.586, 0.868], [0.711, 0.464, -1.335], [0.342, -1.581, -0.749], [0.878, 1.034, 3.802]], "lowdin_charge": [-0.0066, -0.2721, -0.3530, -0.0080, 0.1291, 0.0913, 0.1277, 0.1032, 0.1565, 0.0318]}

=====

# 3
{"formula": "C41H30Cl5F3MnN2PSSbSi", "method": "wB97M-V/def2-TZVPD", "gap_ev": [6.72, 5.92], "total_charge": 2, "lumo_ev": [-6.51, -7.58], "spin_multiplicity": 4, "fmax_ev_per_a": 1.18, "e_homo_ha": [-0.486, -0.496], "elements": ["Mn", "N", "P", "C", "C", "C", "C", "C", "C", "C", "C", "C", "C", "C", "C", "C", "C", "C", "C", "C", "N", "H", "H", "H", "H", "H", "H", "H", "H", "H", "H", "H", "H", "H", "H", "H", "Cl", "C", "C", "C", "C", "C", "Cl", "C", "S", "H", "H", "H", "Cl", "Si", "Cl", "Cl", "F", "C", "C", "C", "C", "C", "C", "Sb", "C", "C", "C", "C", "F", "C", "C", "C", "C", "C", "C", "F", "C", "C", "H", "H", "H", "H", "H", "H", "H", "H", "H", "H", "H", "H"], "coordinates": [[-1.159, -0.063, -0.705], [-0.900, -2.167, -2.915], [-2.048, -0.945, -2.618], [-1.865, 0.243, -3.960], [-0.588, 0.581, -4.415], [-0.439, 1.559, -5.386], [-1.558, 2.212, -5.890], [-2.826, 1.894, -5.424], [-2.986, 0.913, -4.455], [-3.664, -1.679, -2.834], [-4.652, -1.497, -1.869], [-5.914, -2.046, -2.060], [-6.180, -2.782, -3.206], [-5.195, -2.967, -4.171], [-3.941, -2.405, -3.995], [0.304, -2.114, -2.266], [1.349, -2.987, -2.588], [2.570, -2.810, -1.993], [2.757, -1.763, -1.080], [1.683, -0.985, -0.771], [0.452, -1.157, -1.325], [-1.070, -2.940, -3.537], [0.289, 0.074, -4.027], [0.548, 1.813, -5.751], [-1.440, 2.971, -6.654], [-3.694, 2.405, -5.822], [-3.978, 0.657, -4.101], [-4.440, -0.945, -0.960], [-6.686, -1.901, -1.313], [-7.163, -3.214, -3.352], [-5.409, -3.539, -5.065], [-3.190, -2.518, -4.772], [1.183, -3.767, -3.320], [3.390, -3.472, -2.243], [3.723, -1.555, -0.639], [1.770, -0.175, -0.061], [-2.750, 1.400, -0.495], [-2.562, 2.211, 1.058], [-3.571, 3.043, 1.491], [-3.408, 3.652, 2.722], [-2.267, 3.411, 3.472], [-1.282, 2.561, 2.998], [0.112, 2.287, 3.981], [-1.402, 1.928, 1.761], [-0.172, 0.841, 1.102], [-4.454, 3.213, 0.887], [-4.175, 4.316, 3.099], [-2.134, 3.883, 4.437], [-0.240, -2.621, 1.881], [-1.806, -1.854, 0.726], [-3.242, -1.214, 2.015], [-2.451, -3.560, -0.190], [4.894, -6.710, 3.635], [4.323, -5.517, 3.497], [3.875, -4.861, 4.627], [3.276, -3.619, 4.480], [3.159, -3.056, 3.207], [3.608, -3.747, 2.079], [4.202, -4.988, 2.222], [2.396, -1.119, 3.007], [4.057, 0.048, 2.473], [5.311, -0.554, 2.340], [6.411, 0.225, 2.017], [6.228, 1.580, 1.814], [7.286, 2.322, 1.499], [4.993, 2.197, 1.921], [3.893, 1.419, 2.243], [1.874, -0.559, 4.946], [0.771, -1.160, 5.558], [0.404, -0.779, 6.837], [1.136, 0.216, 7.461], [0.772, 0.600, 8.681], [2.228, 0.830, 6.874], [2.596, 0.444, 5.596], [4.002, -5.318, 5.600], [2.917, -3.096, 5.357], [3.499, -3.323, 1.087], [4.569, -5.552, 1.374], [5.444, -1.615, 2.511], [7.402, -0.202, 1.926], [4.908, 3.263, 1.751], [2.916, 1.886, 2.323], [0.197, -1.927, 5.049], [-0.434, -1.232, 7.350], [2.768, 1.597, 7.414], [3.453, 0.910, 5.125]], "forces_ev_per_angstrom": [[1.101, -0.396, -0.046], [0.031, -0.011, 0.210], [-0.234, -0.235, -0.275], [-0.006, 0.134, -0.038], [-0.043, 0.014, -0.026], [0.014, 0.006, 0.010], [0.013, 0.016, -0.022], [-0.012, -0.026, 0.047], [0.059, -0.006, -0.011], [-0.075, -0.055, 0.032], [-0.010, -0.089, -0.027], [0.049, 0.041, -0.005], [-0.001, 0.004, 0.004], [0.008, -0.004, -0.008], [-0.023, 0.022, -0.015], [-0.077, 0.095, 0.001], [0.011, -0.113, -0.070], [0.094, -0.050, 0.027], [0.114, -0.098, -0.080], [-0.232, -0.033, -0.018], [0.106, 0.177, 0.242], [0.036, -0.010, -0.123], [-0.006, 0.000, -0.030], [-0.040, -0.016, 0.010], [0.001, -0.030, 0.040], [0.025, -0.027, 0.015], [0.043, 0.007, -0.038], [-0.006, 0.009, -0.013], [0.059, -0.018, -0.045], [0.049, 0.013, 0.006], [0.007, 0.040, 0.048], [-0.046, 0.007, 0.040], [0.022, 0.034, 0.029], [-0.024, 0.039, -0.021], [-0.043, -0.019, -0.015], [-0.005, 0.045, -0.035], [-0.946, 0.693, 0.140], [0.067, -0.062, 0.001], [-0.098, 0.030, -0.123], [-0.012, 0.053, 0.078], [-0.027, 0.054, 0.063], [0.000, 0.028, 0.041], [0.095, -0.052, -0.003], [0.168, -0.122, -0.163], [-0.290, -0.069, 0.020], [0.069, -0.025, 0.037], [0.034, -0.023, 0.001], [-0.001, -0.022, -0.031], [-0.115, -0.020, -0.126], [0.297, -0.087, 0.331], [-0.102, 0.053, 0.006], [-0.084, 0.016, -0.139], [0.023, -0.036, 0.005], [0.021, -0.032, -0.016], [-0.046, 0.074, 0.089], [0.032, -0.047, -0.113], [-0.043, -0.081, -0.058], [-0.013, -0.044, 0.088], [-0.013, 0.011, -0.071], [0.325, 0.070, 0.255], [-0.077, 0.103, -0.161], [-0.029, 0.135, 0.016], [0.010, -0.141, 0.011], [0.034, 0.034, -0.010], [0.020, 0.036, -0.006], [-0.144, 0.018, 0.014], [0.085, -0.087, 0.008], [-0.193, 0.071, -0.005], [0.090, 0.077, 0.025], [-0.082, -0.107, -0.085], [0.004, 0.033, 0.067], [-0.002, 0.003, 0.045], [0.075, 0.077, -0.062], [-0.073, -0.107, 0.035], [-0.023, 0.002, -0.050], [0.029, 0.009, -0.015], [-0.004, -0.008, 0.046], [-0.018, 0.026, 0.042], [-0.010, 0.001, 0.002], [-0.039, 0.027, 0.004], [0.015, -0.047, 0.005], [0.025, -0.027, 0.005], [0.009, 0.025, 0.000], [0.034, 0.038, -0.021], [-0.017, -0.038, -0.006], [-0.017, 0.024, -0.015]], "lowdin_charge": [-0.1259, -0.0658, 0.9420, -0.3418, -0.0850, -0.0568, -0.0485, -0.0506, -0.0758, -0.3893, -0.1195, -0.0472, -0.0411, -0.0476, -0.0787, -0.3704, 0.0219, -0.0154, -0.0581, -0.1559, -0.0267, 0.1283, 0.0987, 0.1159, 0.1186, 0.1179, 0.1112, 0.0654, 0.1191, 0.1198, 0.1188, 0.1159, 0.1303, 0.1289, 0.1137, 0.0375, 0.8246, -0.5748, -0.0756, -0.0410, -0.0758, -0.6533, 0.7425, -0.6395, 0.6393, 0.1229, 0.1249, 0.1189, 0.2462, -0.6549, 0.3465, 0.3497, 0.1089, -0.2626, 0.0260, -0.0869, -0.3975, -0.1240, 0.0175, 1.6280, -0.3866, -0.0970, 0.0211, -0.2642, 0.1090, 0.0195, -0.1167, -0.4215, -0.1209, 0.0198, -0.2639, 0.1086, 0.0172, -0.1193, 0.1354, 0.1019, 0.0819, 0.1311, 0.1003, 0.1344, 0.1333, 0.0895, 0.1006, 0.1342, 0.1350, 0.1038]}

=====

# 4
{"formula": "C5H8NO", "method": "wB97M-V/def2-TZVPD", "gap_ev": 8.34, "total_charge": 1, "lumo_ev": -4.51, "fmax_ev_per_a": 3.27, "e_homo_ha": -0.472, "elements": ["C", "C", "C", "C", "C", "N", "O", "H", "H", "H", "H", "H", "H", "H", "H"], "coordinates": [[-0.420, -0.804, 1.934], [-0.957, -0.825, 3.089], [0.199, 0.372, -0.113], [-0.414, 0.090, -1.397], [0.185, 0.621, -2.579], [0.054, -0.778, 0.783], [1.553, 0.657, -0.074], [-0.779, -0.669, 4.167], [-1.953, -1.317, 2.806], [-0.627, 1.133, 0.323], [0.451, 1.632, -2.731], [-0.455, 0.255, -3.362], [1.019, 0.007, -2.499], [0.389, -1.683, 0.438], [1.754, 1.309, -0.786]], "forces_ev_per_angstrom": [[0.870, 0.907, 1.259], [-2.194, -1.354, -0.364], [-1.624, 1.594, -0.061], [-0.729, -0.649, 1.079], [-3.239, 0.197, -0.404], [0.286, -1.520, 0.035], [0.261, 1.065, -0.131], [0.484, 0.015, -1.029], [0.605, 0.877, 0.820], [1.739, -0.784, -0.781], [0.618, 1.257, 0.160], [0.297, 0.247, -0.928], [2.457, -1.555, -0.254], [0.251, 0.308, -0.165], [-0.080, -0.605, 0.764]], "lowdin_charge": [-0.0372, 0.1681, -0.4378, 0.0828, -0.0869, 0.1422, 0.0395, 0.1273, 0.1540, 0.2245, 0.1009, 0.0856, 0.0993, 0.2050, 0.1329]}

=====

What did the fourth record say?
{"formula": "C5H8NO", "method": "wB97M-V/def2-TZVPD", "gap_ev": 8.34, "total_charge": 1, "lumo_ev": -4.51, "fmax_ev_per_a": 3.27, "e_homo_ha": -0.472, "elements": ["C", "C", "C", "C", "C", "N", "O", "H", "H", "H", "H", "H", "H", "H", "H"], "coordinates": [[-0.420, -0.804, 1.934], [-0.957, -0.825, 3.089], [0.199, 0.372, -0.113], [-0.414, 0.090, -1.397], [0.185, 0.621, -2.579], [0.054, -0.778, 0.783], [1.553, 0.657, -0.074], [-0.779, -0.669, 4.167], [-1.953, -1.317, 2.806], [-0.627, 1.133, 0.323], [0.451, 1.632, -2.731], [-0.455, 0.255, -3.362], [1.019, 0.007, -2.499], [0.389, -1.683, 0.438], [1.754, 1.309, -0.786]], "forces_ev_per_angstrom": [[0.870, 0.907, 1.259], [-2.194, -1.354, -0.364], [-1.624, 1.594, -0.061], [-0.729, -0.649, 1.079], [-3.239, 0.197, -0.404], [0.286, -1.520, 0.035], [0.261, 1.065, -0.131], [0.484, 0.015, -1.029], [0.605, 0.877, 0.820], [1.739, -0.784, -0.781], [0.618, 1.257, 0.160], [0.297, 0.247, -0.928], [2.457, -1.555, -0.254], [0.251, 0.308, -0.165], [-0.080, -0.605, 0.764]], "lowdin_charge": [-0.0372, 0.1681, -0.4378, 0.0828, -0.0869, 0.1422, 0.0395, 0.1273, 0.1540, 0.2245, 0.1009, 0.0856, 0.0993, 0.2050, 0.1329]}